Density functional theory data (ωB97M-V/def2-TZVPD) for a molecular structure, C28H35CdF3Ge2N3.

Each line ends with the Löwdin charge.
Geometry (Å):
Cd1 -0.11399 -0.01142 0.57925  1.25
C1 3.40112 -3.36185 1.61430  -0.16
C2 2.49109 -2.13701 1.50445  -0.40
Ge1 1.34765 -2.20340 -0.14058  0.84
C3 2.29752 -1.50678 -1.74351  -0.37
C4 3.32835 -2.51167 -2.25830  -0.16
C5 0.68558 -4.03263 -0.34622  -0.23
C6 -0.64662 -4.14160 -0.25868  -0.35
Ge2 -1.44706 -2.32658 -0.12286  0.91
C7 -2.16117 -1.43795 -1.76347  -0.36
C8 -3.48188 -2.01216 -2.27402  -0.16
C9 -2.53498 -1.80477 1.48548  -0.40
C10 -3.78659 -2.64900 1.73113  -0.16
C11 -1.46653 -5.35658 -0.28066  -0.25
C12 -2.84722 -5.25895 -0.46226  -0.06
C13 -3.64780 -6.38766 -0.49039  -0.06
C14 -3.07232 -7.63844 -0.32704  -0.07
C15 -1.70102 -7.75196 -0.13799  -0.06
C16 -0.90172 -6.62360 -0.11339  -0.02
H1 4.03792 -3.27474 2.49530  0.08
H2 4.04970 -3.46165 0.74337  0.06
H3 2.81468 -4.27581 1.70975  0.07
H4 3.08624 -1.22088 1.46533  0.05
H5 1.84016 -2.08373 2.37986  0.04
H6 2.76612 -0.55885 -1.47328  0.06
H7 1.55395 -1.29206 -2.51237  0.05
H8 4.12679 -2.67380 -1.53302  0.06
H9 3.78353 -2.13980 -3.17604  0.08
H10 2.86524 -3.47466 -2.47849  0.07
H11 1.33357 -4.89447 -0.48238  0.07
H12 -1.39310 -1.50349 -2.53543  0.06
H13 -2.27418 -0.38248 -1.49940  0.04
H14 -3.36665 -3.05210 -2.58094  0.07
H15 -3.81499 -1.44234 -3.14145  0.08
H16 -4.26874 -1.95706 -1.51993  0.06
H17 -2.81246 -0.75756 1.31849  0.04
H18 -1.88180 -1.85479 2.35849  0.04
H19 -4.47981 -2.59914 0.89078  0.06
H20 -4.30964 -2.28252 2.61504  0.08
H21 -3.52546 -3.69331 1.89940  0.07
H22 -3.28563 -4.27361 -0.59525  0.07
H23 -4.71567 -6.29369 -0.63744  0.11
H24 -3.68965 -8.52667 -0.34335  0.11
H25 -1.25561 -8.72904 -0.00478  0.11
H26 0.16395 -6.72305 0.04694  0.11
C17 -1.10476 0.59636 5.09564  -0.02
C18 -1.26496 0.63060 3.72176  -0.14
N1 -0.23312 0.53550 2.88206  -0.04
C19 0.99893 0.44865 3.39958  -0.12
C20 1.26614 0.42173 4.76145  -0.20
C21 0.16822 0.46735 5.62211  0.02
C22 2.65895 0.28991 5.23753  -0.04
C23 3.22275 1.02664 6.19732  -0.01
C24 2.57999 2.18093 6.86651  -0.30
C25 2.07101 3.26764 6.15892  0.00
C26 1.47301 4.27142 6.90234  -0.12
N2 1.38798 4.21759 8.22708  0.09
C27 1.94430 3.16354 8.80972  -0.19
N3 2.54414 2.14918 8.19811  0.13
H27 -1.96937 0.66238 5.74072  0.12
H28 -2.24709 0.73601 3.27880  0.11
H29 1.82588 0.43265 2.69695  0.10
H30 0.31824 0.39790 6.69181  0.13
H31 3.24148 -0.49901 4.77392  0.11
H32 4.21343 0.77384 6.55472  0.12
H33 2.15541 3.33502 5.08360  0.12
H34 1.04911 5.14933 6.42711  0.11
H35 1.91301 3.12662 9.89274  0.11
F1 -1.38339 2.25859 -0.74665  0.01
C28 -0.11909 1.78664 -0.57115  -0.69
F2 0.35333 1.55838 -1.82870  0.00
F3 0.59613 2.82563 -0.09809  0.03

## Properties
HOMO level, eV: -11.46
Multiplicity: 1
Lowest unoccupied orbital energy, hartree: -0.1272
Frontier orbital gap, eV: 8.0
E_tot, a.u.: -5873.0971
Molecular weight, g/mol: 728.2
Total charge: +1